1.
C5H6O | ωB97M-V/def2-TZVPD

Properties
Energy, hartree: -269.1245
HOMO (alpha / beta), eV: -8.88 / -9.77
Maximum force, eV Å⁻¹: 0.93
Relative energy (zero: lowest compared OMol25 entry of this formula, charge and spin), kJ/mol: 582.06
Orbital gap (alpha / beta), hartree: 0.287 / 0.340

CARTESIAN COORDINATES (ANGSTROEM)
C -0.563 1.127 2.439
C -0.575 0.527 1.392
C -0.799 -0.125 0.074
C 0.190 0.219 -1.068
C 1.221 -0.795 -0.899
O -0.599 -1.489 -0.005
H -0.567 1.667 3.362
H -1.793 0.230 -0.247
H -0.364 -0.323 -1.840
H 0.470 1.207 -1.458
H 1.440 -1.363 -0.023
H 1.942 -0.884 -1.727

Charges per atom according to Mulliken partitioning, unit e: 0.316, -0.741, 0.024, -0.462, -0.546, -0.578, 0.419, 0.269, 0.266, 0.435, 0.319, 0.277

2.
C5H6O | ωB97M-V/def2-TZVPD

Properties
Energy, hartree: -269.2800
HOMO, eV: -9.88
Maximum force, eV Å⁻¹: 0.55
Relative energy (zero: lowest compared OMol25 entry of this formula, charge and spin), kJ/mol: 173.87
Orbital gap, hartree: 0.396
SMILES: C#CCCC=O

CARTESIAN COORDINATES (ANGSTROEM)
O -2.502 0.220 -0.675
C -2.074 -0.130 0.399
C -0.607 -0.145 0.758
C 0.284 -0.088 -0.486
C 1.691 0.188 -0.185
C 2.844 0.427 0.066
H -2.766 -0.452 1.206
H -0.396 -1.030 1.373
H -0.430 0.729 1.401
H 0.204 -1.036 -1.029
H -0.107 0.677 -1.165
H 3.869 0.647 0.269

Charges per atom according to Mulliken partitioning, unit e: -0.473, 0.028, -0.552, -0.666, -0.487, 0.192, 0.333, 0.326, 0.309, 0.283, 0.300, 0.407